# 1
{
  "formula": "C26H25BrGaNO2PSe2",
  "method": "ωB97M-V/def2-TZVPD",
  "symbols": ["Ga", "Se", "P", "Se", "C", "C", "C", "C", "C", "C", "C", "C", "C", "C", "C", "C", "H", "H", "H", "H", "H", "H", "H", "H", "H", "H", "O", "C", "C", "C", "C", "C", "C", "C", "C", "N", "H", "H", "H", "H", "H", "H", "H", "H", "H", "H", "H", "Br", "C", "C", "C", "C", "C", "C", "H", "H", "H", "H", "O"],
  "coordinates": [[-2.0079, -9.2034, 12.8101], [1.0117, -12.8421, 14.7550], [0.5721, -12.2183, 16.8558], [-0.6392, -10.4299, 17.2676], [-0.1678, -13.6916, 17.5885], [0.3514, -14.9556, 17.1713], [-0.4191, -16.1072, 17.3931], [-1.6095, -16.0333, 18.1360], [-2.1002, -14.7984, 18.5007], [-1.3306, -13.6280, 18.3251], [2.2967, -11.9405, 17.3436], [2.6669, -10.8457, 18.1396], [4.0515, -10.5333, 18.3138], [5.0489, -11.3241, 17.7212], [4.6547, -12.3372, 16.8498], [3.2995, -12.6993, 16.7506], [1.2589, -14.9515, 16.5868], [-0.0895, -17.0273, 16.9426], [-2.1364, -16.9688, 18.3964], [-3.1109, -14.6570, 18.8786], [-1.7101, -12.6491, 18.6052], [1.8871, -10.1867, 18.5352], [4.3603, -9.6079, 18.7920], [6.1165, -11.0699, 17.8809], [5.4041, -12.8867, 16.2802], [2.9569, -13.5976, 16.1638], [-3.9093, -9.2395, 13.2562], [-4.7199, -10.5048, 13.4343], [-5.9427, -10.1472, 14.1901], [-6.8096, -11.3216, 14.9125], [-6.3020, -12.9151, 14.9974], [-7.3878, -13.6996, 14.5702], [-7.0906, -15.0724, 14.1572], [-5.8472, -15.7543, 14.4447], [-4.9657, -14.8195, 14.9758], [-5.2314, -13.5891, 15.5251], [-0.0061, -9.4516, 13.3735], [-4.1747, -11.1890, 14.0508], [-4.9166, -10.8506, 12.3867], [-6.6309, -9.5386, 13.5246], [-5.6813, -9.4176, 14.9556], [-7.6670, -11.4038, 14.2246], [-7.0887, -11.1040, 15.9458], [-8.4069, -13.3828, 14.5512], [-7.8255, -15.6993, 13.7387], [-5.6724, -16.8351, 14.5016], [-4.0955, -15.2499, 15.4589], [-1.6093, -11.6968, 6.8633], [-1.7744, -11.3623, 8.7240], [-2.8621, -10.8833, 9.2352], [-2.7418, -9.9076, 10.3230], [-1.6117, -9.7284, 11.0426], [-0.4417, -10.5807, 10.6072], [-0.6696, -11.5006, 9.6060], [-3.7681, -11.1193, 8.6564], [-3.7060, -9.2757, 10.4255], [0.5433, -10.3472, 10.9796], [0.0434, -12.2016, 9.1031], [-0.8461, -9.4469, 14.3739]],
  "forces_ev_per_a": [[-1.407, -0.962, 4.128], [-1.066, 0.406, 0.111], [-0.334, 1.264, -1.711], [0.614, -1.033, 0.148], [0.889, -1.388, 0.186], [-1.633, 0.330, 0.421], [0.775, 1.012, 0.418], [0.039, -0.597, -0.516], [0.144, 0.909, 0.579], [-0.669, -0.501, -0.668], [0.771, 0.613, 1.261], [1.203, 0.290, -0.219], [-0.782, -0.506, -0.402], [-0.345, 0.782, -0.238], [-0.350, -0.756, 0.529], [0.517, -0.969, -0.449], [-0.108, -0.281, -0.122], [0.102, -0.385, 0.227], [0.056, 0.664, -0.427], [0.235, -0.336, 0.334], [-0.056, -0.148, -0.062], [0.315, -0.266, -0.120], [-0.225, -0.222, 0.344], [-0.792, -0.168, -0.286], [-0.177, -0.053, 0.237], [0.841, 1.302, 0.472], [0.826, -0.948, -0.233], [1.712, 1.820, -1.369], [-2.150, 0.527, 0.877], [1.919, -1.191, -0.789], [-1.793, 0.207, 0.412], [2.238, -3.647, -1.632], [0.929, 0.259, 1.888], [-1.984, 3.557, -0.490], [0.219, -0.607, 3.949], [0.169, 1.469, -3.633], [-2.750, -0.198, 4.858], [0.658, -0.752, -0.078], [0.072, -0.286, 1.017], [0.451, -0.918, 0.646], [0.392, -0.169, 0.120], [0.088, -0.187, 0.904], [-0.096, 0.571, -0.303], [-0.329, 0.493, -0.553], [-1.386, -0.353, -0.294], [-0.005, 0.648, -0.816], [0.519, 0.172, -0.269], [-0.056, -0.685, 0.266], [2.861, -1.654, 0.574], [-3.566, 2.820, 0.618], [-3.469, -0.810, -1.542], [2.421, -1.319, -1.814], [-2.416, 0.716, 0.297], [2.052, 0.464, -2.419], [-0.044, 1.082, 0.533], [1.705, -1.235, 0.554], [0.045, -0.712, 0.563], [0.278, 0.952, 1.260], [1.934, 0.914, -7.280]],
  "fmax_ha_per_bohr": 0.148,
  "total_charge": -1,
  "spin_multiplicity": 1,
  "e_above_lowest_kcal_mol": 61.3
}



# 2
{
  "formula": "C2H3N2O2",
  "method": "ωB97M-V/def2-TZVPD",
  "symbols": ["C", "C", "N", "N", "O", "O", "H", "H", "H"],
  "coordinates": [[2.5944, 1.8694, 0.3942], [-0.9783, -1.4229, 0.0880], [2.0658, 0.9525, 0.0253], [1.6925, -0.8735, 0.1773], [-0.2478, -0.7708, 0.7920], [1.5972, -1.3770, -0.8044], [3.0051, 2.8809, 0.5343], [-2.0268, -1.6593, 0.3130], [-0.3745, -1.8704, -0.7612]],
  "forces_ev_per_a": [[1.429, 3.720, 0.426], [2.121, -0.556, -0.403], [-1.035, -0.711, -0.944], [-0.187, -2.975, -1.097], [-1.407, 0.714, 1.081], [0.589, 0.726, 0.988], [-0.153, -1.000, 0.259], [0.132, 0.248, -0.180], [-1.489, -0.166, -0.130]],
  "fmax_ha_per_bohr": 0.078,
  "total_charge": 1,
  "spin_multiplicity": 1,
  "e_above_lowest_kcal_mol": 116.4
}



# 3
{
  "formula": "C47H92ClN5O19S7",
  "method": "ωB97M-V/def2-TZVPD",
  "symbols": ["C", "C", "O", "N", "H", "H", "C", "H", "H", "H", "H", "H", "H", "Cl", "O", "O", "O", "O", "C", "C", "C", "S", "O", "O", "C", "H", "H", "H", "H", "H", "H", "H", "H", "C", "C", "C", "S", "O", "O", "C", "H", "H", "H", "H", "H", "H", "H", "H", "C", "C", "C", "S", "O", "O", "C", "H", "H", "H", "H", "H", "H", "H", "H", "C", "C", "C", "S", "O", "O", "C", "H", "H", "H", "H", "H", "H", "H", "H", "C", "C", "C", "S", "O", "O", "C", "H", "H", "H", "H", "H", "H", "H", "H", "C", "C", "C", "S", "O", "O", "C", "H", "H", "H", "H", "H", "H", "H", "H", "C", "C", "C", "S", "O", "O", "C", "H", "H", "H", "H", "H", "H", "H", "H", "C", "C", "C", "C", "N", "H", "H", "H", "H", "H", "H", "H", "C", "C", "C", "C", "N", "H", "H", "H", "H", "H", "H", "H", "C", "C", "C", "C", "N", "H", "H", "H", "H", "H", "H", "H", "C", "C", "C", "C", "N", "H", "H", "H", "H", "H", "H", "H"],
  "coordinates": [[5.7913, 2.3306, -3.0317], [4.6692, 1.5731, -3.6320], [4.5836, 1.3690, -4.8076], [3.5537, 1.0498, -2.8260], [3.7782, 0.0731, -2.9336], [3.6241, 1.3381, -1.8584], [2.1089, 1.2811, -3.2903], [5.4472, 3.3749, -2.8933], [6.5993, 2.4572, -3.7427], [6.1393, 2.0632, -2.0683], [1.4789, 0.6738, -2.6832], [2.0316, 0.9253, -4.3114], [1.9235, 2.3395, -3.1962], [-0.8757, 0.1821, -0.3205], [0.2130, -0.7270, -0.5998], [-1.0230, 1.0174, -1.4821], [-2.1134, -0.5761, -0.0644], [-0.5098, 0.9435, 0.7806], [-4.3762, 1.2065, -4.2695], [-5.1941, 0.4046, -5.3721], [-4.4790, -0.9008, -5.7855], [-3.6154, -1.3382, -4.3011], [-2.3910, -2.0481, -4.6301], [-4.5300, -1.9360, -3.4078], [-3.3359, 0.3298, -3.5795], [-5.0307, 1.6229, -3.5526], [-3.9134, 2.0229, -4.8347], [-5.1313, 1.0462, -6.2282], [-6.2217, 0.2314, -5.1354], [-3.7386, -0.6960, -6.5817], [-5.1825, -1.6969, -6.0764], [-2.2985, 0.5676, -3.9126], [-3.4838, 0.0940, -2.5040], [4.4305, 1.8952, 7.0367], [3.9514, 0.8539, 6.0866], [4.9380, 0.7674, 4.9435], [5.6230, 2.3698, 4.8176], [5.3156, 2.9847, 3.4892], [6.9805, 2.4197, 5.2651], [4.6180, 3.0910, 6.1437], [5.3946, 1.5272, 7.3806], [3.7373, 1.9954, 7.9075], [2.9630, 1.0235, 5.6228], [3.8924, -0.1442, 6.6106], [4.5372, 0.3797, 4.0311], [5.8213, 0.1930, 5.1987], [3.6728, 3.4351, 5.7152], [5.3053, 3.8470, 6.5099], [0.7133, -4.0658, -3.7744], [1.8610, -4.9201, -4.2455], [3.0194, -3.9306, -4.2230], [2.7705, -2.8688, -2.7766], [2.8314, -1.4870, -3.2580], [3.6508, -3.1569, -1.6754], [1.0945, -3.3905, -2.4418], [-0.1807, -4.7190, -3.5427], [0.4183, -3.3612, -4.5627], [1.6195, -5.3388, -5.1951], [1.9674, -5.7282, -3.5353], [2.9821, -3.2725, -5.0710], [4.0184, -4.3457, -4.2278], [0.4186, -2.5840, -2.2076], [1.1386, -4.0108, -1.5859], [-6.6066, -1.5801, -0.4495], [-7.1073, -0.8443, -1.7427], [-7.4715, 0.5425, -1.2344], [-6.1408, 1.0214, -0.1159], [-6.6766, 1.6502, 1.0865], [-5.1354, 1.7217, -0.8981], [-5.5963, -0.5986, 0.1900], [-6.1579, -2.5458, -0.7108], [-7.4479, -1.7753, 0.2181], [-8.0550, -1.3154, -2.1017], [-6.3265, -0.8583, -2.5035], [-8.3469, 0.4320, -0.5300], [-7.5736, 1.3514, -1.9130], [-5.3815, -0.6033, 1.2899], [-4.6301, -0.7670, -0.3530], [-1.2778, 4.0700, -0.7531], [-0.6626, 5.1223, -1.8118], [-1.8986, 6.0657, -2.1994], [-3.2406, 4.8781, -2.3263], [-3.4551, 4.3951, -3.6976], [-4.3530, 5.4123, -1.6323], [-2.4920, 3.4533, -1.4210], [-1.4952, 4.5480, 0.1684], [-0.4620, 3.3518, -0.6307], [-0.4253, 4.6105, -2.6972], [0.2045, 5.7271, -1.4751], [-1.8603, 6.6211, -3.1620], [-2.0607, 6.7753, -1.4000], [-2.2182, 2.6883, -2.1512], [-3.2763, 2.9954, -0.8456], [1.7709, 3.8716, 2.2338], [2.9241, 4.9198, 1.7809], [3.9352, 4.3081, 0.8277], [3.0665, 2.8681, 0.2521], [4.0679, 1.8909, -0.1821], [2.0718, 3.3593, -0.6687], [2.2698, 2.4531, 1.8016], [0.7917, 4.1620, 1.8236], [1.5501, 3.8323, 3.3009], [3.5448, 5.1153, 2.6506], [2.4733, 5.8059, 1.3594], [4.8532, 4.0241, 1.2877], [4.0943, 4.9093, -0.0575], [3.0364, 1.9769, 2.4348], [1.4211, 1.8123, 1.5205], [-3.4138, -5.6235, 0.5087], [-3.3401, -4.4003, -0.4331], [-1.9963, -4.1819, -1.0055], [-0.9918, -5.4851, -0.2400], [-0.5607, -5.0359, 1.0435], [-0.0355, -6.0414, -1.1357], [-2.3356, -6.6115, -0.0093], [-4.3240, -6.1565, 0.2568], [-3.3465, -5.4201, 1.5442], [-3.7021, -3.4677, 0.0421], [-3.9971, -4.6366, -1.2468], [-1.6293, -3.2403, -0.6767], [-1.8041, -4.1433, -2.1114], [-2.0683, -7.4724, 0.5819], [-2.5724, -7.0518, -0.9850], [3.3423, -5.1571, 2.2319], [2.8205, -4.3469, 0.9682], [1.9618, -3.1508, 1.2755], [2.6969, -2.2465, 2.2174], [3.2808, -1.5442, 2.9334], [4.0479, -5.8500, 1.7721], [2.5535, -5.6154, 2.7522], [3.9125, -4.5854, 2.9269], [2.2421, -5.0303, 0.3537], [3.7539, -4.0557, 0.4684], [0.9320, -3.1779, 1.6240], [1.7986, -2.4781, 0.4108], [-4.6354, 5.9045, 2.8081], [-4.5216, 5.0226, 1.6074], [-4.2254, 3.5311, 1.8669], [-2.8319, 3.3470, 2.3268], [-1.7897, 3.1687, 2.8153], [-5.5539, 5.7330, 3.3688], [-4.6973, 6.9236, 2.5130], [-3.9233, 5.7615, 3.5956], [-3.9603, 5.4249, 0.8270], [-5.5159, 4.9634, 1.1486], [-4.3982, 2.9827, 1.0162], [-4.8014, 3.1424, 2.6657], [-1.0467, -4.1663, 3.9777], [-0.9814, -2.6359, 3.8790], [-1.6409, -1.9772, 2.6560], [-3.0945, -2.0448, 2.7791], [-4.2401, -2.0896, 2.9256], [-2.0456, -4.6205, 4.1680], [-0.4087, -4.4490, 4.7965], [-0.5976, -4.5321, 3.0353], [0.0084, -2.2449, 3.8717], [-1.4360, -2.2184, 4.8295], [-1.3736, -2.3335, 1.6556], [-1.4360, -0.9040, 2.6613], [6.6499, 0.3125, 1.8274], [6.5385, -1.1169, 1.3446], [5.4495, -1.2337, 0.3191], [5.7698, -0.7731, -1.0545], [6.0180, -0.5090, -2.1493], [7.2964, 0.3230, 2.7396], [5.7189, 0.5845, 2.2227], [6.8363, 1.0993, 1.1070], [6.1622, -1.6686, 2.2058], [7.4771, -1.4535, 1.0151], [4.5743, -0.6689, 0.5151], [5.1854, -2.2890, 0.1784]],
  "forces_ev_per_a": [[-0.391, 1.871, -0.106], [0.133, 0.515, -1.695], [-0.011, 0.017, 0.126], [-0.645, 0.764, -0.339], [-0.509, -1.396, 0.552], [0.335, -0.056, 0.895], [1.570, 0.026, -0.674], [-0.278, -0.286, -0.040], [0.045, -0.561, -0.138], [0.172, -0.765, 0.780], [-0.411, -0.229, 0.708], [0.107, 0.169, -0.096], [-0.241, 0.163, 0.067], [-0.688, -1.986, -2.321], [0.225, -1.053, -0.092], [-0.416, -0.004, -0.157], [0.991, 0.685, -0.290], [0.183, 1.784, 2.697], [0.133, -0.651, -1.215], [1.198, 0.178, -0.110], [-0.156, 0.810, -0.057], [2.315, 0.934, -0.942], [-0.283, 0.240, 0.221], [-1.902, -1.600, 1.523], [0.640, -1.265, -1.296], [-0.712, 0.565, 0.713], [0.128, -0.086, 0.630], [-0.565, 0.305, -0.564], [-0.571, -0.098, 0.393], [-0.321, -0.330, 0.454], [0.495, 0.197, 0.193], [-0.687, 0.036, 0.904], [0.438, 0.706, -0.616], [-0.635, 0.015, 0.847], [-1.179, -2.719, -0.113], [0.852, -0.758, 0.398], [-1.385, 2.521, -2.715], [0.231, -0.974, 2.147], [0.688, -0.363, 0.221], [0.745, 0.239, -0.419], [0.176, 0.304, 0.445], [0.626, 0.300, -0.736], [0.200, 0.247, 0.574], [-0.062, 0.905, -0.664], [-0.283, 0.005, -0.562], [0.058, -0.489, 0.145], [0.240, 0.273, 0.161], [-0.462, 0.471, 0.208], [-2.248, -1.077, 0.961], [0.069, 0.689, 1.003], [0.451, -0.582, -0.026], [0.190, 1.222, -0.365], [-0.347, -0.691, -0.014], [0.092, -0.486, 0.000], [0.087, 0.765, -1.715], [0.812, 0.719, -0.480], [0.022, 0.145, 0.468], [0.249, -0.227, -0.868], [0.407, -0.296, 0.182], [-0.231, 0.478, -0.352], [0.221, -0.170, 0.400], [0.184, 0.758, 0.046], [0.127, -1.141, 0.559], [-0.173, 0.434, -0.272], [-0.803, -0.470, 0.764], [-0.481, -0.514, 1.896], [-0.719, 0.810, -0.538], [0.446, -0.447, -0.825], [-0.088, 0.118, 0.253], [1.637, -1.469, 0.582], [0.099, 0.327, 0.189], [-0.028, 0.050, -0.015], [0.944, 0.163, -0.035], [-0.184, 0.054, -0.006], [0.625, 0.384, -0.944], [-0.352, 0.573, -0.781], [-0.373, -0.642, -0.926], [-0.615, 0.550, 0.578], [1.824, 0.263, -1.956], [-2.219, 1.316, 1.275], [1.441, -0.827, -0.435], [0.693, -2.239, -1.541], [0.514, 0.943, 0.914], [-1.590, 0.768, 1.026], [0.210, 1.109, -0.930], [-0.215, 0.468, 0.907], [-0.456, -0.139, 0.407], [0.704, -0.923, -1.119], [-0.581, -0.570, 0.033], [0.227, -0.560, 0.546], [-0.483, -0.012, 0.228], [0.057, 0.511, -0.098], [-0.201, 0.140, 0.624], [0.930, -0.003, -0.365], [-0.434, -0.744, 1.488], [-1.358, -0.404, -0.703], [1.170, 0.524, 0.953], [-0.679, -0.321, -0.338], [-0.189, -0.505, -0.599], [-0.723, 0.637, -0.942], [0.491, -0.508, -0.408], [0.548, 0.320, 0.113], [-0.427, 0.645, 0.314], [-0.039, 0.256, 0.163], [0.607, -0.298, 0.376], [0.175, 0.128, -0.193], [-0.439, 0.295, -0.113], [0.346, -0.134, 0.337], [-0.077, -1.491, -1.976], [-1.725, 0.393, 0.378], [2.107, -0.222, -0.805], [-1.113, -0.186, -0.864], [0.441, 0.438, 0.860], [1.236, -0.368, -0.971], [-0.187, 0.676, -0.100], [-0.562, 0.272, 0.629], [0.206, 0.233, 0.984], [0.060, -0.615, -0.130], [-0.611, 0.135, -0.446], [0.769, 0.827, 0.532], [-0.751, -0.570, 0.905], [0.248, 0.118, 0.729], [-0.148, 0.504, -0.059], [0.168, 0.758, -2.478], [0.646, -1.133, 1.600], [0.602, 2.801, 0.156], [0.136, 0.472, 0.513], [-0.596, -0.752, -0.805], [-0.220, -0.516, 0.434], [-0.981, -0.932, 0.600], [0.351, 0.862, 0.429], [0.158, -0.113, -0.263], [-0.723, 0.167, -0.252], [0.064, -1.113, 0.409], [0.366, -0.418, -0.137], [-0.809, -0.349, 0.916], [-2.230, -1.617, 0.459], [2.136, 2.254, 1.456], [1.401, -0.571, 0.904], [-1.489, 0.475, -0.910], [-0.412, -0.252, -0.266], [0.278, 1.000, -0.159], [1.137, 0.057, 0.051], [1.461, 0.537, -1.054], [-0.028, 0.230, -0.014], [-0.345, -1.349, -1.926], [-0.987, -0.343, 0.695], [0.368, 0.356, -1.005], [-1.602, 0.231, 1.109], [-0.755, 0.354, 0.417], [-1.047, -0.189, -0.071], [0.769, -0.058, -0.150], [0.535, 0.627, -0.372], [0.283, -0.336, 0.390], [-0.496, -0.343, 0.763], [1.177, -0.206, 0.122], [0.304, -0.128, -1.138], [0.256, -0.240, 0.332], [0.259, 0.001, -0.100], [0.968, -0.257, 1.292], [-1.313, 1.506, 0.721], [0.463, -1.016, -2.145], [0.644, -0.421, -0.060], [-0.232, 0.019, 0.475], [0.089, 0.450, -1.018], [-1.657, 0.423, 0.506], [0.707, -0.110, -0.255], [0.381, -0.396, -0.016], [1.092, -0.899, -0.508], [-0.975, 0.381, 0.953], [-0.253, 0.213, 0.004]],
  "fmax_ha_per_bohr": 0.077,
  "e_tot_ha": -6796.48021,
  "spin_multiplicity": 1
}